Molecular formula: C40H59F9NO35PSi2
Method: DFT, ωB97M-V with the def2-TZVPD basis set

Electronic energy = -165091.1151 eV

Last column: Mulliken charge in e.
Atoms and positions in Å:
C1 0.3979 0.7725 0.6144  -0.2673
O1 -0.9922 0.7645 0.3016  -0.5073
C2 -1.2475 0.1702 -0.9579  -0.7511
C3 -1.4986 1.2478 -2.0033  1.1655
C4 -2.9166 1.7531 -1.8970  -0.9562
Si1 -3.2505 3.3757 -2.8442  -0.1119
C5 -4.0760 3.0797 -4.5037  -0.6875
C6 -3.4202 1.8133 -5.1531  0.6406
C7 -4.2426 0.5661 -4.9289  -0.5032
O2 -3.5052 -0.5415 -4.4479  -0.5241
O3 -4.1260 4.3830 -1.8019  -0.3337
Si2 -5.7447 4.2505 -1.7493  -0.0248
C8 -6.4167 2.4914 -1.6560  -0.2679
O4 -6.9770 2.2175 -0.3687  -0.3556
C9 -6.1266 1.4555 0.4549  -0.2671
O5 -6.0856 0.1211 0.0967  -0.2074
C10 -7.3156 -0.5562 0.2369  -0.5206
C11 -8.0943 -0.6280 -1.0293  -0.4905
O6 -7.2869 -1.1944 -2.0449  -0.5253
O7 -6.4621 5.0154 -3.1073  -0.2462
N1 -7.7735 5.5090 -2.8080  0.2472
O8 -7.7701 6.6183 -2.4662  -0.2838
P1 -1.4032 4.5328 -3.3111  -0.2285
C12 -0.2827 3.5639 -4.3993  -0.4801
C13 -0.5265 4.9601 -1.7477  -1.3004
H1 0.6939 -0.2105 0.9157  0.0218
H2 0.9612 1.0942 -0.2568  0.1825
H3 0.5539 1.5004 1.3883  0.3422
H4 -2.1412 -0.4265 -0.8622  0.7093
H5 -0.4218 -0.4557 -1.2574  -0.3116
H6 -1.2954 0.7969 -2.9599  -0.3399
H7 -0.7986 2.0362 -1.7908  -0.1122
H8 -3.5962 0.9619 -2.1780  0.8375
H9 -3.0922 1.9743 -0.8487  0.5451
H10 -5.1394 2.8903 -4.4572  0.7531
H11 -3.8959 3.9272 -5.1474  0.3261
H12 -3.3197 2.0272 -6.2029  0.3608
H13 -2.4384 1.6877 -4.7214  -0.7303
H14 -5.0544 0.7417 -4.2353  0.0013
H15 -4.7008 0.2844 -5.8697  0.3859
H16 -2.5582 -0.3840 -4.5632  0.3087
H17 -6.2157 4.9978 -0.5751  -0.2600
H18 -5.7117 1.7106 -1.9184  0.2395
H19 -7.2206 2.4140 -2.3753  0.5399
H20 -5.1132 1.8180 0.3658  0.1470
H21 -6.4854 1.6043 1.4649  0.3749
H22 -7.0821 -1.5700 0.5242  0.3815
H23 -7.9414 -0.1442 1.0219  0.3577
H24 -8.9578 -1.2608 -0.8740  0.3695
H25 -8.4354 0.3587 -1.3139  0.2685
H26 -7.3979 -0.6911 -2.8633  0.3013
H27 0.2557 2.7870 -3.8875  -0.0212
H28 -0.7886 3.1940 -5.2597  -0.0522
H29 0.4493 4.2552 -4.7764  0.6011
H30 -0.9350 4.4993 -0.8641  0.2795
H31 0.5087 4.6725 -1.8456  0.5192
H32 -0.5267 6.0184 -1.6279  0.5456
C14 2.2510 -3.0826 3.6615  -0.3756
C15 3.4995 -2.5860 4.3490  0.4566
O9 3.8219 -1.4332 3.6010  -0.2688
C16 2.6583 -0.9341 3.0807  0.5449
O10 2.5373 0.1416 2.6055  -0.5210
O11 1.6672 -1.8628 3.1898  -0.2759
F1 4.5243 -3.4795 4.2540  -0.3788
H33 2.4826 -3.7285 2.8107  0.1360
H34 1.5788 -3.6035 4.3384  0.3562
H35 3.3613 -2.3133 5.3893  0.3577
C17 0.5263 -5.1774 -1.6851  -0.3184
C18 0.4254 -4.2701 -2.8874  0.2533
O12 0.3783 -2.9837 -2.2823  -0.1904
C19 1.0490 -3.0614 -1.1089  0.4907
O13 1.4321 -2.1130 -0.4961  -0.4490
O14 1.2386 -4.3417 -0.7490  -0.2743
F2 -0.7106 -4.4741 -3.5902  -0.3049
H36 -0.4529 -5.4241 -1.2876  0.0755
H37 1.0755 -6.0928 -1.8728  0.3442
H38 1.2750 -4.3094 -3.5701  0.2625
C20 4.0786 -7.2512 3.0288  -0.2975
C21 2.6791 -7.2719 3.5995  0.2304
O15 1.8823 -6.9884 2.4651  -0.1188
C22 2.5630 -7.4362 1.3617  0.5531
O16 2.0870 -7.5846 0.2935  -0.4809
O17 3.8523 -7.6921 1.6855  -0.3549
F3 2.4869 -6.2957 4.5225  -0.2474
H39 4.4890 -6.2403 3.0192  0.1954
H40 4.7652 -7.9158 3.5447  0.2918
H41 2.3726 -8.2284 4.0251  0.2476
C23 6.0214 0.3629 7.8517  -0.3989
C24 5.9774 -0.6495 6.7320  0.3883
O18 4.5815 -0.7344 6.4639  -0.2656
C25 4.0240 0.4675 6.7997  0.5200
O19 2.9407 0.8139 6.4709  -0.4976
O20 4.8839 1.1879 7.5520  -0.3557
F4 6.4206 -1.8690 7.1189  -0.2967
H42 5.8808 -0.1124 8.8234  0.2818
H43 6.9348 0.9464 7.8610  0.2582
H44 6.5021 -0.3462 5.8282  0.3392
C26 -2.7497 5.0192 -8.8992  -0.4257
C27 -1.9175 4.5510 -10.0726  0.2565
O21 -0.6367 4.3872 -9.4911  -0.3550
C28 -0.8175 4.1009 -8.1674  0.6037
O22 0.0096 3.6682 -7.4428  -0.4476
O23 -2.0954 4.3767 -7.8002  -0.1768
F5 -1.8482 5.4801 -11.0558  -0.2945
H45 -2.6926 6.1011 -8.7765  0.2687
H46 -3.7913 4.7166 -8.9599  0.2868
H47 -2.2380 3.6025 -10.5060  0.2870
C29 11.5491 -2.1180 8.0100  -0.4556
C30 10.3477 -3.0116 8.2231  0.2948
O24 9.2705 -2.0936 8.1280  -0.2642
C31 9.6704 -1.0726 7.3236  0.6362
O25 8.9486 -0.2664 6.8357  -0.4623
O26 11.0107 -1.1030 7.1526  -0.3394
F6 10.3432 -3.5819 9.4492  -0.2718
H48 11.8802 -1.6672 8.9456  0.2889
H49 12.3854 -2.6222 7.5352  0.2705
H50 10.2205 -3.7901 7.4700  0.2921
C32 -1.4477 -4.6782 2.3812  -0.1217
C33 -1.6653 -5.9914 3.0954  0.5671
O27 -2.2324 -6.7967 2.0784  -0.3781
C34 -1.7743 -6.3316 0.8811  0.5795
O28 -1.8451 -6.9195 -0.1433  -0.5108
O29 -1.2130 -5.1034 1.0339  -0.0740
F7 -2.5428 -5.8784 4.1213  -0.3103
H51 -2.3386 -4.0507 2.4150  0.3297
H52 -0.6002 -4.1158 2.7567  -0.1087
H53 -0.7541 -6.4639 3.4606  0.0414
C35 3.6413 -0.1362 -2.5792  -0.0498
C36 3.7318 -1.2102 -3.6405  0.2344
O30 2.4184 -1.2377 -4.1628  -0.3208
C37 1.8772 0.0052 -3.9843  0.7186
O31 0.8905 0.3981 -4.5063  -0.4683
O32 2.6347 0.7261 -3.1259  -0.3115
F8 4.0231 -2.4345 -3.1181  -0.2837
H54 3.2938 -0.5410 -1.6291  -0.0492
H55 4.5737 0.4014 -2.4294  0.2968
H56 4.4341 -0.9958 -4.4472  0.2590
C38 -0.6974 5.6437 2.9511  -0.4550
C39 -1.0147 7.0558 3.3900  0.3192
O33 -0.3995 7.8334 2.3789  -0.3508
C40 -0.3765 7.0824 1.2371  0.5929
O34 -0.1634 7.5044 0.1533  -0.4775
O35 -0.6413 5.7850 1.5279  -0.1906
F9 -0.4592 7.3582 4.5885  -0.2916
H57 0.2741 5.3192 3.3252  0.2746
H58 -1.4549 4.9201 3.2379  0.2647
H59 -2.0791 7.2917 3.4252  0.2849